52
Properties=species:S:1:pos:R:3:forces:R:3:lowdin_charge:R:1 method="wB97M-V/def2-TZVPD" homo_ev=-8.96 e_lumo_ev=-1.68 multiplicity=1 de_lowest_ev=1.924
Au 1.3530 0.2249 -0.0424 -0.123 0.071 -0.107 1.066
O 3.5383 0.7612 -3.3944 0.034 -0.113 0.016 0.112
C 3.0970 0.6014 -2.2869 -0.031 0.311 0.073 -0.535
O 1.8014 0.4751 -2.0185 0.008 -0.092 -0.058 -0.196
C 4.0436 0.5941 -1.0758 -0.071 -0.107 -0.038 -0.153
C 5.4217 0.7126 -1.0384 0.021 -0.009 0.008 0.037
C 6.0336 0.6582 0.2151 -0.015 0.004 0.020 -0.014
C 5.3004 0.4921 1.3921 0.033 -0.006 -0.057 0.038
C 3.9268 0.3808 1.2690 0.042 -0.016 0.076 -0.163
N 3.4056 0.4424 0.0639 0.080 0.042 -0.007 -0.016
C 2.8758 0.1923 2.3682 -0.143 0.098 0.065 -0.544
O 3.2025 0.1574 3.5247 0.075 -0.043 -0.057 0.116
O 1.6072 0.0972 1.9665 0.149 -0.040 0.070 -0.227
H 5.9889 0.8382 -1.9494 -0.012 -0.003 -0.007 0.127
H 7.1106 0.7450 0.2771 -0.004 0.003 -0.003 0.115
H 5.7739 0.4478 2.3622 -0.018 -0.003 0.010 0.127
C -2.1712 -2.4482 3.7177 -0.005 -0.001 0.007 -0.079
C -2.4044 -2.9621 2.4507 -0.003 -0.005 -0.015 -0.083
C -2.0698 -2.2169 1.3291 -0.016 0.006 0.004 -0.124
C -1.5019 -0.9456 1.4569 -0.019 -0.017 0.055 -0.307
C -1.2708 -0.4457 2.7440 0.009 -0.024 -0.001 -0.116
C -1.6037 -1.1893 3.8645 0.001 0.002 -0.001 -0.071
Si -1.0122 0.0291 -0.0477 0.043 0.072 -0.055 0.619
C -1.5521 1.8150 0.0242 -0.031 -0.015 -0.075 -0.282
C -2.4062 2.3234 1.0028 0.013 -0.011 0.021 -0.091
C -2.7964 3.6560 0.9799 -0.002 0.000 0.015 -0.083
C -2.3350 4.4977 -0.0208 -0.002 0.012 0.002 -0.086
C -1.4863 4.0075 -1.0053 0.005 -0.014 0.004 -0.081
C -1.0998 2.6769 -0.9826 -0.029 0.020 0.007 -0.105
C -1.6192 -0.7964 -1.6040 -0.003 0.012 -0.018 -0.287
C -3.0021 -0.8110 -1.8200 0.009 0.006 -0.011 -0.100
C -3.5412 -1.4156 -2.9439 -0.011 -0.003 -0.004 -0.083
C -2.7027 -2.0136 -3.8765 -0.007 0.001 0.013 -0.084
C -1.3309 -2.0054 -3.6788 0.015 -0.002 0.014 -0.075
C -0.7925 -1.4019 -2.5491 -0.007 -0.032 -0.018 -0.107
H -2.4283 -3.0304 4.5937 0.003 -0.001 -0.002 0.103
H -2.8431 -3.9448 2.3333 0.000 0.002 0.008 0.104
H -2.2528 -2.6300 0.3434 0.013 0.011 0.001 0.098
H -0.8049 0.5237 2.8720 0.001 -0.008 0.006 0.100
H -1.4094 -0.7921 4.8524 -0.002 -0.001 -0.001 0.107
H -2.7730 1.6743 1.7897 -0.010 0.009 -0.012 0.096
H -3.4613 4.0368 1.7448 0.001 -0.002 -0.003 0.103
H -2.6379 5.5369 -0.0359 -0.001 -0.002 -0.002 0.102
H -1.1294 4.6617 -1.7904 0.000 -0.002 0.002 0.104
H -0.4450 2.3012 -1.7637 0.005 -0.005 0.008 0.096
H -3.6681 -0.3445 -1.1002 0.005 0.012 -0.013 0.109
H -4.6132 -1.4171 -3.0947 0.003 -0.005 -0.005 0.103
H -3.1210 -2.4833 -4.7576 0.000 0.002 0.000 0.102
H -0.6732 -2.4648 -4.4055 -0.007 0.000 -0.002 0.105
H 0.2821 -1.3946 -2.4191 -0.006 0.017 0.002 0.063
I 1.5454 -3.0516 0.4193 -0.057 0.006 0.127 0.187
I 2.6513 -5.3563 -0.2556 0.066 -0.135 -0.062 0.055

63
Properties=species:S:1:pos:R:3:forces:R:3:lowdin_spin:R:1 method="wB97M-V/def2-TZVPD" homo_ev="-2.83 / -4.37" e_lumo_ev="2.65 / 2.64" total_charge=-1 multiplicity=3 de_lowest_ev=2.173
Pd 1.4574 0.0212 0.7848 0.015 -1.570 -0.839 0.664
O 3.5570 0.3026 0.1568 1.008 -1.210 0.260 0.019
C 4.0514 0.9176 1.3592 -0.211 -0.283 1.078 0.000
C 4.1788 2.4111 1.1534 0.021 0.966 -0.836 0.000
C 3.0013 3.2767 0.5697 -0.235 -1.240 -0.275 0.001
C 1.6894 3.1353 1.3439 0.037 -2.281 0.809 0.020
C 1.1847 4.2024 2.0278 -0.848 0.381 0.271 -0.004
C -0.0941 4.1161 2.6135 -0.903 -0.110 0.077 0.009
C -0.6997 2.8371 2.7669 0.155 2.401 -0.441 0.035
C -0.1351 1.8062 2.0774 1.241 1.387 0.629 0.267
N 1.0369 1.8900 1.4602 0.381 3.259 -0.945 0.089
H 3.6491 -0.7043 0.2195 0.014 1.425 0.067 0.003
H 5.0722 0.5976 1.6186 -0.237 -0.350 -0.278 0.000
H 3.4125 0.6153 2.2459 0.614 0.522 -1.035 -0.001
H 5.0013 2.5645 0.4269 -0.177 -0.066 0.345 0.000
H 4.5141 2.8873 2.1011 -0.262 -0.388 -0.411 0.000
H 2.7881 3.0761 -0.5257 0.337 -0.243 1.216 0.000
H 3.3954 4.3043 0.5881 -0.580 -0.120 0.201 0.000
H 1.8335 5.0678 2.1083 -0.585 0.420 -0.325 0.001
H -0.6980 5.0596 2.7385 0.917 -1.044 0.748 0.003
H -1.6250 2.6624 3.2944 -0.253 0.339 -0.105 0.004
H -0.6835 0.7436 1.8791 -0.358 0.272 0.463 0.102
C -0.3992 -0.4486 1.5065 0.049 -2.738 -2.295 0.524
Ge -1.1440 -1.0708 -0.2032 -0.944 1.761 1.203 0.095
C -0.4128 -0.0030 -1.6448 -0.696 0.291 -1.280 0.008
C -0.8978 1.2426 -2.1174 -0.285 -1.339 2.030 0.001
C -0.0969 2.0894 -2.7984 -1.085 1.990 -1.649 0.002
C 1.1557 1.7380 -3.2329 0.485 -1.251 1.405 0.002
C 1.6019 0.4727 -2.8498 -0.542 -0.958 -1.126 0.002
C 0.7450 -0.4776 -2.2238 1.651 0.743 0.343 0.006
C -3.0660 -0.4507 -0.3290 -0.511 0.377 -0.028 0.006
C -3.7755 0.2609 0.6750 1.360 -0.925 -0.683 0.003
C -5.0177 0.8154 0.4401 0.113 0.586 0.745 0.000
C -5.5253 0.8476 -0.8425 -0.178 -0.832 -1.215 0.000
C -4.8830 0.1294 -1.8820 1.010 0.579 1.430 0.000
C -3.6463 -0.5159 -1.5999 -1.923 0.778 0.868 0.000
C -1.0185 -2.9131 -0.7171 -1.231 -0.663 2.810 0.025
C -1.1924 -3.4500 -1.9589 0.805 -0.498 -0.520 0.004
C -1.4244 -4.8236 -2.0662 -0.164 0.535 -1.329 0.001
C -1.4680 -5.6512 -0.9809 0.776 -0.193 0.774 0.000
C -1.2372 -5.1458 0.3034 -0.527 -0.109 0.172 0.000
C -1.1814 -3.7600 0.4358 0.482 -0.426 -0.656 0.007
H -0.2363 -1.1088 2.3363 -0.322 -0.206 0.662 0.033
H -1.8870 1.5627 -1.8231 -0.082 0.087 0.136 0.000
H -0.5580 3.0445 -3.1107 0.485 -0.371 0.161 0.000
H 1.7848 2.4296 -3.7415 0.436 0.330 -0.347 0.000
H 2.5747 0.1638 -3.1874 0.339 -0.216 -0.006 0.000
H 1.0557 -1.5272 -2.0174 0.163 1.000 -0.124 0.002
H -3.2513 0.4069 1.6147 -0.293 -0.176 0.211 0.003
H -5.5310 1.2893 1.2900 0.117 -0.025 -0.588 0.000
H -6.4372 1.4015 -1.0619 0.092 -0.186 0.071 0.000
H -5.2634 0.2065 -2.8875 -0.109 -0.232 -0.172 0.000
H -3.1653 -1.0779 -2.3543 0.503 -0.412 -0.906 0.000
H -1.0017 -2.8513 -2.8533 -0.370 -0.114 0.176 0.000
H -1.5493 -5.2111 -3.0723 -0.049 -0.233 0.097 0.000
H -1.5672 -6.7105 -1.1109 -0.133 -0.408 -0.146 0.000
H -1.1605 -5.8590 1.1652 -0.283 0.984 -0.773 0.000
H -1.2642 -3.3505 1.4385 0.515 0.230 -0.150 0.003
F 3.4739 -3.9821 1.7513 -0.154 0.015 0.450 0.001
B 2.8876 -2.7309 1.7613 0.040 0.710 -1.252 0.007
F 2.6837 -2.3529 0.3375 0.489 0.163 0.442 0.035
F 3.8053 -1.7479 2.2998 -0.857 -0.825 -0.166 0.001
F 1.6033 -2.6712 2.3033 0.740 -0.289 0.549 0.012

15
Properties=species:S:1:pos:R:3:forces:R:3:lowdin_charge:R:1 method="wB97M-V/def2-TZVPD" homo_ev=-7.79 e_lumo_ev=-1.06 multiplicity=1 de_lowest_ev=1.270
C -1.2991 -1.7621 -0.0344 -0.246 -0.308 -0.271 -0.149
C 0.2974 0.1429 0.1808 -0.451 -0.795 -0.151 0.026
C -1.1909 -3.0734 -0.2845 -0.047 0.005 -0.076 -0.365
C -0.0123 -1.1850 0.2936 0.228 0.866 0.370 -0.375
C 1.6779 0.5353 0.1385 0.565 0.234 -0.099 -0.598
C 0.9877 -2.1637 0.6084 0.827 -0.449 0.266 -0.335
N 2.5144 -0.4029 -0.1709 -0.446 -0.722 -0.331 -0.442
N 1.9870 1.8314 0.3944 0.214 0.377 0.221 0.106
S 0.4431 -3.6612 0.0699 -0.054 0.585 0.098 0.949
I 4.5061 -0.1068 -0.0417 0.147 0.248 0.095 0.775
H -2.1733 -1.1581 -0.2064 -0.232 -0.040 -0.023 0.108
H -0.4639 0.8983 0.0531 -0.148 0.039 -0.098 0.118
H -1.9528 -3.7645 -0.5908 -0.303 -0.045 -0.077 0.060
H 2.9164 2.1477 0.1657 -0.106 0.073 0.035 0.022
H 1.2612 2.5197 0.4847 0.051 -0.069 0.041 0.097

61
Properties=species:S:1:pos:R:3:forces:R:3:lowdin_charge:R:1 method="wB97M-V/def2-TZVPD" smiles="C[C@@H](Br)Cc1ccc2c(c1)Sc1ccccc1N2B(N)O.O=C1C=CC(=O)C=C1.O=C1C=CC(=O)C=C1" homo_ev=-8.31 e_lumo_ev=-1.61 multiplicity=1
C 5.2328 -0.7701 0.9231 -0.680 0.676 -1.196 -0.157
C 4.4341 -0.8344 -0.4592 0.219 -0.566 1.357 -0.701
Br 5.7992 -0.6371 -1.9082 -0.656 -0.037 0.491 0.629
C 3.6747 -2.2238 -0.5715 0.075 0.933 -1.376 -0.201
C 2.1298 -2.1095 -0.4042 -1.886 -0.784 0.160 -0.188
C 1.3217 -3.2217 -0.9729 -1.748 1.636 0.969 -0.013
C -0.1507 -3.2131 -0.9226 1.912 1.827 0.928 0.010
C -0.8793 -2.0871 -0.2783 3.064 -1.091 -0.885 -0.226
C -0.0514 -1.0372 0.2956 0.207 -0.476 -0.457 -0.408
C 1.4269 -1.0131 0.2519 -0.838 -2.062 -1.085 -0.053
S -0.8624 0.3736 1.1445 -0.685 -1.241 -1.054 0.988
C -2.5171 0.3587 0.3501 -0.637 -0.436 -0.602 -0.405
C -3.2787 1.6083 0.3535 -0.941 -1.690 -0.848 -0.095
C -4.6036 1.6637 -0.2515 1.709 -2.277 0.092 -0.071
C -5.1071 0.4364 -0.8952 1.579 0.190 1.095 -0.061
C -4.3341 -0.8188 -0.8989 0.335 2.614 0.851 0.011
C -3.0034 -0.8823 -0.2442 -2.730 2.017 -1.390 -0.211
N -2.3291 -2.1740 -0.2537 0.704 1.365 2.110 0.090
B -2.8409 -2.9744 0.8931 -0.775 -1.108 0.719 -0.579
N -1.9630 -3.6567 1.8976 -0.592 0.504 -0.870 0.146
O -4.2483 -3.1400 1.0937 1.563 1.524 -0.236 0.095
H 6.2016 -1.3100 0.7670 -0.914 0.453 0.513 0.061
H 5.4037 0.3206 1.1446 0.111 -1.220 0.038 0.080
H 4.5917 -1.2325 1.7164 0.696 0.397 -0.537 0.079
H 3.7475 0.0457 -0.5580 0.686 -0.960 -0.156 0.078
H 3.8502 -2.5772 -1.6313 -0.315 0.187 1.167 0.094
H 4.1669 -2.9722 0.1011 -0.646 0.652 -0.384 0.124
H 1.8070 -4.1033 -1.4603 -0.323 1.044 0.505 0.112
H -0.6859 -4.0838 -1.3637 0.250 0.955 0.403 0.115
H 2.0148 -0.1753 0.7086 -0.911 -0.824 -0.445 0.114
H -2.8297 2.4941 0.8563 -0.416 -0.775 -0.548 0.090
H -5.1795 2.6151 -0.2074 0.448 -1.020 -0.177 0.100
H -6.1258 0.4895 -1.3565 1.172 -0.299 0.396 0.100
H -4.8128 -1.6825 -1.4088 0.796 0.562 0.614 0.117
H -1.4223 -2.9809 2.4406 0.259 -0.462 -0.360 0.074
H -1.3720 -4.3660 1.4627 0.159 0.408 0.446 0.069
H -4.4576 -2.5717 1.8637 -0.233 -0.775 -0.337 0.113
C 0.0527 0.2230 -5.8712 0.207 -0.028 -0.071 0.020
C 1.3050 -0.0185 -5.4874 -0.107 0.036 -0.180 0.022
C 1.6450 -0.2245 -4.0607 0.245 -0.056 0.098 -0.370
O 2.7894 -0.4432 -3.7116 -0.242 0.010 -0.029 0.081
C 0.5391 -0.1532 -3.0791 -0.185 0.046 0.003 0.033
C -0.7138 0.0884 -3.4627 0.132 -0.035 0.150 0.037
C -1.0537 0.2943 -4.8886 -0.268 0.042 -0.025 -0.385
O -2.1954 0.5126 -5.2407 0.140 -0.025 0.012 0.105
H -0.2140 0.3768 -6.9093 -0.044 0.004 0.019 0.121
H 2.1251 -0.0746 -6.1924 0.024 -0.006 0.042 0.122
H 0.8051 -0.3070 -2.0419 0.026 -0.012 -0.040 0.087
H -1.5345 0.1443 -2.7566 -0.032 0.004 -0.016 0.115
C -0.9139 3.8841 3.5584 0.097 -0.169 -0.104 0.026
C 0.0607 3.0200 3.2806 -0.164 0.061 -0.059 0.007
C 1.3585 3.0721 3.9909 0.171 -0.142 -0.037 -0.382
O 2.2482 2.2852 3.7360 -0.105 0.078 0.007 0.102
C 1.5310 4.1202 5.0226 -0.035 0.162 0.131 0.021
C 0.5564 4.9843 5.3004 0.208 -0.076 0.038 0.021
C -0.7422 4.9324 4.5900 -0.227 0.176 0.046 -0.387
O -1.6317 5.7185 4.8440 0.110 -0.088 -0.027 0.107
H -1.8693 3.8616 3.0488 -0.020 0.042 0.038 0.115
H -0.0474 2.2461 2.5298 0.093 0.160 0.137 0.020
H 2.4861 4.1427 5.5321 0.008 -0.034 -0.028 0.122
H 0.6655 5.7572 6.0509 -0.049 0.008 -0.017 0.123